Entry 1:
A structure of composition C11H28FN2NbO2P at a distorted geometry, computed with wB97M-V/def2-TZVPD.

Calculated values
Gap between HOMO and LUMO: 0.248 Ha
LUMO energy: 2.299 eV
Net charge: -1

Last column: Löwdin charge in e.
Element x y z (Å)
C1 4.36896 0.55541 1.56891  -0.107
C2 4.15147 -0.73750 0.78828  -0.276
C3 2.79133 -0.80819 0.10434  -0.223
C4 1.63815 -1.02852 1.08854  -0.272
C5 0.51053 -1.85317 0.51232  -0.331
C6 -0.55655 -2.30184 1.51466  -0.407
Nb1 -2.03662 -0.67898 2.15945  1.156
C7 -1.46831 0.92150 0.59910  -0.308
C8 -2.08281 2.20568 0.88176  -0.630
O1 -1.98757 2.92158 1.82055  0.061
F1 -2.88220 2.63738 -0.15246  0.015
P1 -0.34070 0.26389 3.86502  0.415
N1 -0.89006 -0.29106 5.26248  -0.426
H1 5.04594 0.39682 2.40387  0.063
H2 3.43957 0.93836 1.97942  0.065
H3 4.80123 1.31598 0.92513  0.065
H4 4.23268 -1.59632 1.45108  0.098
H5 4.93985 -0.84584 0.04492  0.094
H6 2.81139 -1.65949 -0.57671  0.100
H7 2.61166 0.08424 -0.49193  0.112
H8 2.01493 -1.52134 1.98483  0.103
H9 1.27279 -0.05765 1.41749  0.059
H10 0.06470 -1.34117 -0.34065  0.086
H11 0.97735 -2.75457 0.09878  0.097
H12 -0.08252 -2.75480 2.38717  0.022
H13 -1.16435 -3.09002 1.06914  0.013
H14 -3.30192 0.41647 2.90732  -0.131
H15 -2.63886 -1.93116 3.38766  -0.142
H16 -3.23173 -1.26998 0.89481  -0.132
H17 -0.39928 1.08942 0.50576  0.050
H18 -1.83732 0.57298 -0.35689  0.006
H19 1.01571 -0.11181 3.72297  -0.094
H20 -0.29542 1.67721 3.87155  -0.087
H21 -1.72058 -0.86453 5.16848  -0.136
C9 -0.39085 0.81068 -3.57271  -0.344
O2 -0.37609 0.91300 -2.36437  0.021
N2 -1.51039 0.94092 -4.31355  -0.199
C10 -1.50910 0.81946 -5.75318  -0.072
C11 -2.75749 1.21249 -3.61115  -0.033
H22 0.51383 0.60141 -4.17282  0.131
H23 -1.85991 1.74331 -6.21967  0.085
H24 -2.15815 0.00065 -6.07298  0.086
H25 -0.49792 0.61690 -6.10117  0.078
H26 -2.68259 2.13973 -3.04313  0.091
H27 -2.97866 0.41122 -2.90599  0.096
H28 -3.56409 1.29122 -4.33640  0.082

=====

Entry 2:
A cluster of 3 separate species, C11H28NO4S in total at a distorted geometry, computed with wB97M-V/def2-TZVPD.

Calculated values
Gap between HOMO and LUMO: 0.234 Ha
LUMO energy: -5.181 eV
Net charge: +1

Last column: Löwdin charge in e.
Element x y z (Å)
C1 -0.80098 -0.82567 -1.89159  0.016
C2 0.19936 0.07096 -1.34603  -0.423
C3 1.47270 0.32623 -2.02348  0.019
N1 -0.03215 0.69045 -0.18901  -0.317
S1 -0.64084 2.16560 -0.31852  1.034
H1 -0.51355 -1.21437 -2.85388  0.099
H2 -0.94484 -1.65888 -1.20333  0.115
H3 -1.74551 -0.29725 -1.96201  0.107
H4 1.48503 1.38424 -2.28452  0.112
H5 2.24422 0.20776 -1.27120  0.120
H6 1.63520 -0.32461 -2.86653  0.098
H7 -1.60848 2.23160 0.63507  -0.004
H8 -1.33817 2.22431 -1.48639  0.001
C4 -5.26279 -5.11853 -0.15657  -0.104
O1 -4.55977 -5.14264 1.07442  -0.185
C5 -3.15752 -5.27441 0.91932  -0.204
C6 -2.45361 -3.95531 1.13638  -0.195
O2 -2.75852 -3.01916 0.10232  -0.216
C7 -3.70670 -2.04773 0.50919  -0.113
H9 -6.29533 -4.85109 0.05836  0.092
H10 -4.84268 -4.38210 -0.84689  0.081
H11 -5.24765 -6.10716 -0.62559  0.092
H12 -2.91033 -5.68537 -0.06378  0.128
H13 -2.81255 -5.98233 1.67873  0.130
H14 -1.37249 -4.12338 1.11067  0.125
H15 -2.70826 -3.54333 2.11605  0.129
H16 -3.25928 -1.35267 1.23000  0.085
H17 -4.58993 -2.51028 0.95253  0.090
H18 -4.01206 -1.48892 -0.37602  0.084
C8 2.64570 3.02606 2.08815  -0.127
O3 3.80518 3.82419 2.12016  -0.177
C9 4.88446 3.23761 1.40254  -0.196
C10 5.06047 3.88178 0.04794  -0.192
O4 3.95782 3.59514 -0.81248  -0.204
C11 3.06161 4.68486 -0.93526  -0.113
H19 1.82564 3.60976 2.50713  0.090
H20 2.39017 2.74519 1.05942  0.061
H21 2.77674 2.12241 2.69377  0.094
H22 4.73628 2.15915 1.29366  0.125
H23 5.79044 3.39619 1.99340  0.132
H24 5.95575 3.47023 -0.42587  0.129
H25 5.19902 4.96054 0.15170  0.130
H26 3.51377 5.49117 -1.52002  0.094
H27 2.75916 5.07039 0.04171  0.087
H28 2.17526 4.32937 -1.46364  0.072

=====

Entry 3:
The molecule C11H28Si3 at a distorted geometry, computed with wB97M-V/def2-TZVPD.

Calculated values
Gap between HOMO and LUMO: 0.340 Ha
LUMO energy: 0.732 eV
SMILES: C[Si](C)(C)C=C([Si](C)(C)C)[Si](C)(C)C

Last column: Löwdin charge in e.
Element x y z (Å)
C1 -1.29483 3.37482 -0.38466  -0.177
Si1 0.31315 2.43382 -0.27885  0.401
C2 1.05784 2.24716 -1.95968  -0.164
C3 1.39829 3.29962 0.93928  -0.191
C4 0.05240 0.80435 0.52558  -0.269
C5 -0.05111 -0.49605 0.24072  -0.348
Si2 0.49700 -1.46932 1.76642  0.475
C6 2.25235 -0.82526 2.10166  -0.140
C7 0.41272 -3.25889 1.38500  -0.192
C8 -0.69131 -1.24380 3.19723  -0.167
Si3 -0.66952 -1.02696 -1.40446  0.460
C9 -1.96153 -2.36095 -0.99892  -0.204
C10 0.63466 -1.80023 -2.51255  -0.180
C11 -1.76089 0.24204 -2.29186  -0.145
H1 -1.20031 4.33645 0.07141  0.014
H2 -2.20025 2.81670 -0.03801  0.053
H3 -1.49550 3.55457 -1.43939  0.024
H4 1.91206 1.54515 -1.69081  0.066
H5 0.31866 1.82342 -2.58211  -0.012
H6 1.42873 3.23354 -2.32624  0.053
H7 1.06330 3.49682 1.97572  0.048
H8 1.53434 4.25498 0.44926  0.013
H9 2.50290 2.96250 0.88167  0.068
H10 0.07734 1.04267 1.60078  0.050
H11 2.73408 -1.76832 2.25210  0.015
H12 2.62269 -0.25462 1.27771  0.020
H13 2.20889 -0.20996 2.98675  0.029
H14 1.03797 -3.47609 0.46195  0.065
H15 -0.57651 -3.65322 1.18600  0.016
H16 0.79560 -3.72556 2.25468  0.013
H17 -0.43044 -0.39442 3.83133  0.028
H18 -1.73804 -1.08536 2.99763  0.029
H19 -0.69368 -2.15422 3.77943  0.023
H20 -1.71723 -3.31903 -0.44667  0.023
H21 -2.39958 -2.54462 -1.99389  0.023
H22 -2.82508 -1.99138 -0.32899  0.059
H23 0.81197 -0.97483 -3.20351  0.012
H24 1.50616 -2.00641 -1.88449  0.017
H25 0.37624 -2.77102 -3.06923  0.063
H26 -1.48998 1.24067 -1.96788  -0.021
H27 -1.61559 0.17172 -3.35188  0.033
H28 -2.73795 -0.07046 -2.00824  0.020

=====

Entry 4:
A cluster of 2 separate species, C11H29ClN4O6PS in total at a distorted geometry, computed with wB97M-V/def2-TZVPD.

Calculated values
Gap between HOMO and LUMO: 0.256 Ha
LUMO energy: -4.265 eV
Net charge: +1

Last column: Löwdin charge in e.
Element x y z (Å)
C1 -2.34945 -5.13810 -0.35105  -0.142
C2 -3.50134 -4.44513 0.62288  -0.238
C3 -3.99633 -2.97660 0.08887  -0.172
C4 -3.40618 -1.70426 1.00010  -0.179
O1 -1.94586 -1.86453 1.00719  -0.139
C5 -1.23225 -0.58009 0.99162  -0.337
O2 -1.88757 0.51410 1.72173  -0.218
S1 -0.63418 1.59822 2.11154  0.826
O3 -0.00136 1.18637 3.49686  -0.410
O4 -1.21296 3.04536 2.36188  -0.364
C6 0.71749 1.76674 0.83518  -0.421
P1 2.44817 1.50505 1.68402  0.963
O5 3.65366 1.04335 0.50529  -0.351
O6 2.87130 3.12286 2.25296  -0.360
C7 0.55085 0.81674 -0.49941  -0.289
C8 0.80647 1.78512 -1.79709  -0.103
C9 1.31700 1.02452 -3.15395  -0.569
N1 0.14103 0.67362 -4.09027  0.037
N2 2.12612 2.07508 -3.94473  0.003
N3 2.26417 -0.13322 -2.93106  0.037
C10 -0.83517 -0.06156 -0.54843  -0.590
C11 -0.65400 -1.47832 -1.41920  -0.083
Cl1 -2.27693 0.81985 -1.34381  0.642
H1 -2.61819 -6.28573 -0.45109  0.076
H2 -1.26979 -5.10397 0.15698  0.080
H3 -2.26745 -4.64552 -1.41005  0.069
H4 -3.11676 -4.31363 1.72119  0.109
H5 -4.45284 -5.16469 0.59440  0.114
H6 -5.15152 -2.86241 -0.05964  0.118
H7 -3.50059 -2.82557 -0.98590  0.095
H8 -3.84825 -1.85927 2.09384  0.148
H9 -3.80325 -0.73890 0.47211  0.115
H10 -0.18552 -0.77868 1.53001  0.180
H11 0.74237 2.90000 0.46342  0.134
H12 4.05364 0.15902 0.81036  0.084
H13 3.72314 3.09181 2.78193  0.041
H14 1.43698 0.01933 -0.43254  0.135
H15 1.68640 2.52923 -1.48404  0.128
H16 -0.09581 2.47381 -2.09147  0.123
H17 -0.14154 1.55160 -4.59266  0.090
H18 0.46309 -0.05496 -4.79484  0.088
H19 3.01503 2.30337 -3.44167  0.070
H20 2.32409 1.61259 -4.87421  0.087
H21 3.26727 0.14787 -3.14592  0.094
H22 2.04886 -0.96071 -3.53156  0.075
H23 -1.73722 -1.77825 -1.75052  0.071
H24 -0.10335 -2.31887 -0.78510  0.115
H25 -0.02065 -1.33929 -2.39277  0.062
N4 3.31781 4.32929 5.39972  0.336
H26 4.03408 5.06185 5.33115  0.167
H27 2.46583 4.72173 5.81738  0.171
H28 3.10494 3.96998 4.46178  0.114
H29 3.66651 3.56382 5.98860  0.169

=====

Entry 5:
A structure of composition C11H29FO4Zn at a distorted geometry, computed with wB97M-V/def2-TZVPD.

Calculated values
Gap between HOMO and LUMO (spin up / spin down): 0.402 / 0.253 Ha
LUMO energy (spin up / spin down): -2.609 / -6.649 eV
⟨S²⟩: 0.754
Net charge: +1
Multiplicity: 2

Last column: Löwdin charge in e.
Element x y z (Å)
Zn1 5.68355 -10.53598 7.98612  0.756
F1 4.60898 -9.33630 6.83555  -0.504
C1 4.03162 -10.76184 12.07976  -0.059
C2 4.82692 -9.99081 11.09135  -0.260
O1 5.47789 -10.68432 10.00986  -0.010
H1 3.81311 -10.09047 12.91020  0.099
H2 4.67636 -11.55276 12.46297  0.092
H3 3.11856 -11.23325 11.71619  0.080
H4 5.62223 -9.44871 11.60291  0.141
H5 4.23969 -9.16910 10.68140  0.139
C3 2.92167 -13.09056 9.00260  -0.042
C4 4.26455 -13.33332 8.35480  -0.434
C5 4.23697 -14.57846 7.47859  -0.031
O2 4.51676 -12.19197 7.48833  -0.101
H6 2.93022 -12.14059 9.53701  0.066
H7 2.63326 -13.88614 9.68961  0.100
H8 2.09866 -13.03364 8.29021  0.097
H9 4.99383 -13.39864 9.16225  0.140
H10 4.28140 -15.46894 8.10563  0.093
H11 5.13927 -14.66696 6.87351  0.071
H12 3.32576 -14.71498 6.89621  0.097
H13 3.82434 -12.29654 6.83165  0.122
C6 9.52087 -8.37255 7.79154  -0.026
C7 8.42424 -8.97390 8.69027  -0.449
C8 8.36459 -8.21192 10.01927  -0.038
O3 7.12418 -8.88183 8.11095  -0.094
H14 9.42782 -8.74618 6.77181  0.077
H15 10.56454 -8.51649 8.07106  0.090
H16 9.48076 -7.28339 7.77677  0.088
H17 8.53204 -10.02394 8.96211  0.129
H18 7.73469 -8.68576 10.77213  0.064
H19 8.12538 -7.17999 9.76235  0.093
H20 9.34877 -8.17322 10.48618  0.091
H21 6.90422 -7.96378 7.93661  0.122
C9 7.83445 -13.27117 5.54401  -0.020
C10 7.79580 -11.78413 5.96040  -0.436
C11 6.91113 -11.00633 5.01845  -0.041
O4 7.21534 -11.67401 7.25593  -0.093
H22 8.56068 -13.81228 6.15056  0.088
H23 8.18589 -13.33441 4.51416  0.096
H24 6.81864 -13.66320 5.59441  0.074
H25 8.82430 -11.42381 5.98180  0.143
H26 6.87155 -9.93068 5.19024  0.084
H27 5.91288 -11.44312 5.04671  0.086
H28 7.21881 -11.06356 3.97434  0.097
H29 7.64893 -12.36697 7.75935  0.122

=====

> What is the formula in the first record?

C11H28FN2NbO2P